Record 1
Formula: C40H67NO14S
Source: OMol25
Level of theory: ωB97M-V with the def2-TZVPD basis set

Properties
Energy in eV: -83552.1187
Net charge: 0
Largest force on an atom in eV/Å: 1.6
E_LUMO in eV: 0.327
E_HOMO in Eh: -0.360
SMILES string: C#CC[C@H]1[C@H](C#C)S(=O)(=O)O[C@@H](CCCN)[C@@]1(CCCCCCCCCCCCOC)OCCC.C[C@@H]1COC(=O)O1.C[C@@H]1COC(=O)O1.C[C@@H]1COC(=O)O1

```
123
C40H67NO14S ωB97M-V with the def2-TZVPD basis set
C -0.12 0.74 4.74
C 0.40 1.46 3.93
C 0.88 2.47 2.96
C -0.09 3.68 2.86
C 0.36 4.73 3.89
C 0.26 4.29 5.28
C 0.29 3.92 6.42
S -0.60 6.28 3.82
O 0.25 7.40 4.11
O -1.75 6.16 4.67
O -1.14 6.29 2.32
C -0.22 5.78 1.33
C 1.13 6.50 1.32
C 0.91 8.05 1.22
C 1.46 8.67 -0.08
N 2.13 9.96 0.23
C -0.19 4.21 1.37
C -1.56 3.77 0.80
C -1.85 2.34 0.34
C -1.71 1.20 1.36
C -2.65 0.02 0.99
C -2.00 -1.34 1.21
C -0.76 -1.60 0.33
C -1.01 -2.56 -0.86
C -0.23 -3.87 -0.73
C -0.46 -4.81 -1.91
C 0.24 -4.37 -3.21
C 1.29 -5.37 -3.72
C 2.68 -5.10 -3.13
O 3.51 -6.26 -3.22
C 4.72 -6.03 -3.89
O 1.01 3.83 0.73
C 1.06 3.38 -0.61
C 0.49 4.29 -1.71
C 1.50 5.34 -2.23
H -0.62 0.14 5.45
H 1.86 2.80 3.29
H 0.98 1.95 2.01
H -1.06 3.33 3.19
H 1.42 4.96 3.72
H 0.19 3.70 7.46
H -0.68 6.04 0.38
H 1.72 6.32 2.21
H 1.71 6.21 0.45
H -0.15 8.29 1.29
H 1.39 8.53 2.07
H 2.17 8.00 -0.58
H 0.65 8.86 -0.79
H 2.80 9.76 0.96
H 2.68 10.22 -0.58
H -2.29 4.00 1.59
H -1.87 4.43 -0.02
H -2.91 2.35 0.05
H -1.34 2.07 -0.59
H -1.97 1.53 2.37
H -0.70 0.81 1.31
H -3.53 0.09 1.64
H -3.01 0.12 -0.03
H -1.70 -1.39 2.26
H -2.72 -2.15 1.03
H -0.36 -0.67 -0.06
H 0.03 -2.02 0.96
H -2.07 -2.76 -1.01
H -0.64 -2.07 -1.77
H -0.50 -4.37 0.21
H 0.84 -3.65 -0.65
H -1.53 -4.93 -2.10
H -0.08 -5.80 -1.64
H 0.69 -3.37 -3.12
H -0.51 -4.28 -3.99
H 0.98 -6.40 -3.54
H 1.38 -5.24 -4.80
H 3.15 -4.29 -3.69
H 2.58 -4.83 -2.07
H 5.20 -5.10 -3.58
H 4.60 -6.01 -4.98
H 5.41 -6.85 -3.66
H 0.66 2.36 -0.68
H 2.12 3.27 -0.83
H -0.45 4.77 -1.44
H 0.26 3.63 -2.55
H 1.51 5.31 -3.32
H 1.23 6.36 -1.95
H 2.51 5.12 -1.91
C -2.94 10.72 2.26
C -3.04 10.53 0.77
C -2.03 11.31 -0.04
O -2.74 11.55 -1.27
C -4.06 11.53 -0.99
O -4.91 11.88 -1.74
O -4.28 11.04 0.25
H -3.43 11.65 2.57
H -3.44 9.91 2.79
H -1.90 10.74 2.58
H -3.00 9.46 0.52
H -1.12 10.76 -0.24
H -1.78 12.27 0.41
C 3.61 -10.85 -4.60
C 2.83 -10.03 -3.60
C 2.20 -10.84 -2.48
O 1.03 -10.08 -2.17
C 0.68 -9.39 -3.28
O -0.35 -8.81 -3.42
O 1.67 -9.44 -4.20
H 2.94 -11.32 -5.32
H 4.30 -10.21 -5.16
H 4.20 -11.62 -4.10
H 3.44 -9.22 -3.19
H 2.84 -10.92 -1.60
H 1.90 -11.84 -2.80
C -1.48 -10.75 -0.20
C -2.04 -10.75 1.20
C -1.15 -10.10 2.24
O -1.48 -10.83 3.43
C -1.94 -12.05 3.06
O -2.11 -12.96 3.80
O -2.17 -12.08 1.72
H -0.76 -11.56 -0.32
H -2.27 -10.90 -0.94
H -0.99 -9.81 -0.43
H -3.04 -10.29 1.22
H -1.34 -9.04 2.38
H -0.09 -10.25 2.02
```

Atomic partial charges in e from the Löwdin method, atoms 1 to 6: atom 1 (C): 0.1143, atom 2 (C): -0.1367, atom 3 (C): -0.1332, atom 4 (C): -0.1744, atom 5 (C): -0.2822, atom 6 (C): -0.1270

=====

Record 2
Formula: C40H68BiN5O4S2SiTe
Source: OMol25
Level of theory: ωB97M-V with the def2-TZVPD basis set

Properties
Energy in eV: -100908.0706
Net charge: 0
Largest force on an atom in eV/Å: 2.7
E_LUMO in eV: 0.186
E_HOMO in Eh: -0.253

```
122
C40H68BiN5O4S2SiTe ωB97M-V with the def2-TZVPD basis set
Bi 0.24 0.90 0.50
N 0.33 1.90 2.75
C -0.80 1.78 3.65
C -2.11 1.59 2.87
N -2.14 0.38 2.07
C -3.22 0.40 1.08
C -3.15 1.44 -0.04
N -2.07 1.16 -0.99
C -2.29 -0.79 2.94
C -2.15 -2.16 2.27
N -0.82 -2.41 1.75
H 0.58 2.86 2.53
H 1.16 1.42 3.09
H -0.64 0.92 4.31
H -0.91 2.66 4.29
H -2.95 1.61 3.60
H -2.23 2.44 2.20
H -3.22 -0.56 0.58
H -4.18 0.53 1.60
H -4.12 1.38 -0.54
H -3.03 2.46 0.33
H -2.09 0.15 -1.21
H -2.26 1.65 -1.86
H -1.52 -0.74 3.71
H -3.28 -0.75 3.44
H -2.36 -2.91 3.05
H -2.89 -2.30 1.48
H -0.20 -1.66 2.02
H -0.85 -2.39 0.73
C 2.56 -2.58 -2.60
C 1.97 -1.25 -2.14
C 1.72 -0.33 -3.34
C 2.95 -0.57 -1.18
O 0.73 -1.44 -1.46
Si -0.44 -2.55 -1.91
S -2.27 -1.89 -1.27
O 0.09 -3.89 -1.12
C -0.48 -5.18 -1.03
C 0.03 -5.77 0.29
C 0.03 -6.01 -2.21
C -2.00 -5.16 -1.01
O -0.31 -2.83 -3.52
C -1.20 -2.69 -4.61
C -0.38 -3.05 -5.85
C -1.72 -1.25 -4.72
C -2.38 -3.65 -4.47
H 3.54 -2.42 -3.05
H 1.90 -3.04 -3.34
H 2.64 -3.26 -1.75
H 2.66 -0.07 -3.82
H 1.22 0.57 -3.01
H 1.09 -0.85 -4.05
H 3.96 -0.63 -1.59
H 2.94 -1.06 -0.21
H 2.71 0.47 -1.03
H 1.11 -5.87 0.26
H -0.42 -6.75 0.46
H -0.26 -5.11 1.11
H 1.11 -6.04 -2.20
H -0.29 -5.54 -3.14
H -0.37 -7.02 -2.16
H -2.35 -4.54 -0.18
H -2.39 -6.17 -0.89
H -2.39 -4.74 -1.93
H 0.49 -2.40 -5.92
H -0.97 -2.94 -6.76
H -0.04 -4.08 -5.78
H -0.89 -0.56 -4.82
H -2.28 -1.00 -3.82
H -2.37 -1.16 -5.59
H -2.03 -4.67 -4.33
H -3.01 -3.61 -5.36
H -2.98 -3.37 -3.60
Te -0.27 3.61 -0.29
C -2.13 4.87 -0.50
C -3.09 5.11 0.48
C -4.26 5.79 0.19
C -4.49 6.24 -1.10
C -3.54 6.03 -2.08
C -2.38 5.35 -1.78
C 0.31 4.94 1.33
C 1.34 5.85 1.11
C 1.69 6.77 2.08
C 1.01 6.81 3.29
C -0.03 5.92 3.51
C -0.37 5.00 2.54
H -2.94 4.77 1.49
H -4.99 5.97 0.96
H -5.42 6.75 -1.34
H -3.71 6.39 -3.09
H -1.63 5.18 -2.55
H 1.86 5.84 0.17
H 2.49 7.47 1.90
H 1.28 7.53 4.05
H -0.59 5.96 4.44
H -1.19 4.33 2.73
N 1.66 2.32 0.18
C 2.96 2.57 0.42
C 3.74 1.81 1.31
C 5.05 2.16 1.58
C 5.63 3.28 0.99
C 4.88 4.03 0.10
C 3.58 3.67 -0.20
H 3.30 0.95 1.78
H 5.62 1.56 2.27
H 6.65 3.56 1.23
H 5.32 4.90 -0.37
H 3.01 4.24 -0.92
O 1.49 -0.64 2.27
S 2.72 -1.48 2.41
C 2.50 -2.29 4.05
C 1.79 -3.60 3.77
C 2.47 -4.16 2.53
C 2.43 -3.05 1.50
H 1.93 -1.61 4.69
H 3.49 -2.44 4.47
H 0.74 -3.41 3.54
H 1.85 -4.28 4.62
H 1.96 -5.05 2.17
H 3.51 -4.42 2.77
H 1.46 -2.98 1.02
H 3.21 -3.15 0.75
```

Atomic partial charges in e from the Löwdin method, atoms 1 to 6: atom 1 (Bi): 1.6852, atom 2 (N): -0.0699, atom 3 (C): -0.2164, atom 4 (C): -0.2101, atom 5 (N): -0.2261, atom 6 (C): -0.2119

=====

Record 3
Formula: C40H68FIN2O2SbSi3Zr
Source: OMol25
Level of theory: ωB97M-V with the def2-TZVPD basis set

Properties
Energy in eV: -91930.2950
Net charge: +1
Largest force on an atom in eV/Å: 0.4
E_LUMO in eV: -3.147
E_HOMO in Eh: -0.399

```
119
C40H68FIN2O2SbSi3Zr ωB97M-V with the def2-TZVPD basis set
Zr -0.17 0.35 0.22
C -1.21 2.59 0.62
C 0.02 2.61 1.35
C -0.18 1.70 2.47
C -1.49 1.20 2.36
C -2.16 1.78 1.28
C -3.66 1.86 1.13
C -4.30 0.48 1.13
C -4.16 2.63 2.37
C -4.04 2.65 -0.11
C 0.63 1.40 3.75
C 0.48 2.60 4.70
C 2.10 1.06 3.52
C 0.04 0.18 4.48
C 0.85 3.90 1.14
C 1.02 4.20 -0.36
C 0.00 5.03 1.76
C 2.23 4.01 1.79
H -1.40 3.20 -0.25
H -1.93 0.48 3.02
H -4.10 -0.05 2.06
H -3.92 -0.11 0.30
H -5.39 0.56 1.03
H -3.95 2.08 3.29
H -5.24 2.78 2.30
H -3.68 3.61 2.44
H -3.67 2.16 -1.01
H -3.62 3.66 -0.07
H -5.12 2.74 -0.18
H 0.92 3.51 4.31
H 0.97 2.37 5.65
H -0.58 2.79 4.90
H 2.65 1.83 2.98
H 2.20 0.11 2.98
H 2.59 0.93 4.49
H -0.96 0.38 4.86
H 0.67 -0.05 5.34
H 0.01 -0.70 3.84
H 0.06 4.43 -0.84
H 1.48 3.37 -0.89
H 1.65 5.08 -0.48
H -0.98 5.09 1.29
H 0.50 5.99 1.63
H -0.15 4.87 2.83
H 2.99 3.37 1.35
H 2.21 3.82 2.86
H 2.58 5.03 1.65
C -2.53 -2.39 3.20
C -1.35 -3.14 2.65
N -1.17 -4.38 3.03
C -0.12 -5.08 2.55
C 0.78 -4.57 1.65
C 1.91 -5.43 1.14
O 3.19 -4.88 1.41
C 0.59 -3.23 1.22
C 1.49 -2.67 0.24
N 1.40 -1.52 -0.35
C 2.41 -1.37 -1.36
C 2.63 -2.35 -2.31
C 3.63 -2.20 -3.26
C 4.43 -1.07 -3.26
C 4.25 -0.10 -2.29
C 3.25 -0.26 -1.35
I 3.05 1.03 0.25
C -0.47 -2.50 1.74
O -0.66 -1.24 1.41
H -3.26 -3.10 3.58
H -2.98 -1.77 2.43
H -2.23 -1.74 4.02
H -0.02 -6.09 2.91
H 1.85 -5.53 0.06
H 1.81 -6.43 1.57
H 3.34 -4.88 2.36
H 2.32 -3.31 -0.05
H 1.99 -3.22 -2.33
H 3.78 -2.98 -4.00
H 5.21 -0.95 -4.00
H 4.88 0.78 -2.25
F 0.48 0.98 -1.53
C -2.78 2.74 -3.55
Si -2.05 1.11 -4.11
C -0.29 1.42 -4.63
C -3.05 0.45 -5.54
Sb -2.17 -0.64 -2.19
Si -1.12 -2.62 -3.49
C -0.71 -3.95 -2.24
C 0.32 -1.92 -4.45
C -2.21 -3.44 -4.77
Si -4.67 -1.37 -2.17
C -4.91 -2.55 -0.74
C -5.21 -2.27 -3.72
C -5.74 0.16 -2.09
H -2.71 3.45 -4.38
H -2.21 3.16 -2.72
H -3.83 2.67 -3.26
H -0.30 2.29 -5.30
H 0.14 0.59 -5.18
H 0.35 1.64 -3.78
H -3.00 1.16 -6.37
H -4.10 0.31 -5.29
H -2.65 -0.50 -5.90
H -0.19 -3.59 -1.35
H -0.10 -4.73 -2.71
H -1.64 -4.42 -1.90
H 0.87 -1.15 -3.91
H -0.08 -1.48 -5.37
H 1.02 -2.71 -4.74
H -2.98 -4.06 -4.32
H -1.58 -4.09 -5.38
H -2.70 -2.73 -5.44
H -4.60 -3.56 -1.04
H -5.97 -2.60 -0.48
H -4.36 -2.29 0.16
H -4.89 -3.30 -3.73
H -4.87 -1.79 -4.64
H -6.31 -2.27 -3.74
H -5.48 0.84 -1.29
H -6.78 -0.15 -1.95
H -5.69 0.70 -3.04
```

Atomic partial charges in e from the Löwdin method, atoms 1 to 6: atom 1 (Zr): 1.5954, atom 2 (C): -0.1494, atom 3 (C): -0.2381, atom 4 (C): -0.1764, atom 5 (C): -0.0831, atom 6 (C): -0.2442

=====

Record 4
Formula: C40H68O25
Source: OMol25
Level of theory: ωB97M-V with the def2-TZVPD basis set

Properties
Energy in eV: -93768.9443
Net charge: 0
Largest force on an atom in eV/Å: 2.6
E_LUMO in eV: 0.277
E_HOMO in Eh: -0.332
SMILES string: COC(=O)OC.COC(=O)OC.COC(=O)OC.COC(=O)OC.O=C1CCCO1.O=C1CCCO1.O=C1CCCO1.O=C1CCCO1.O=C1CCCO1.O=C1CCCO1.C1CCOC1

```
133
C40H68O25 ωB97M-V with the def2-TZVPD basis set
C 1.53 -4.01 1.61
O 2.57 -4.85 2.12
C 2.22 -5.95 2.77
O 1.12 -6.35 2.97
O 3.37 -6.55 3.14
C 3.27 -7.68 3.98
H 0.73 -4.59 1.17
H 2.08 -3.33 0.97
H 1.10 -3.38 2.39
H 2.36 -8.28 3.84
H 3.13 -7.48 5.04
H 4.11 -8.31 3.71
C 4.03 1.71 -3.15
O 5.16 0.93 -3.49
C 5.74 1.09 -4.66
O 5.23 1.68 -5.57
O 6.92 0.50 -4.66
C 7.64 0.47 -5.90
H 3.99 2.64 -3.71
H 3.89 1.82 -2.08
H 3.15 1.18 -3.54
H 7.65 -0.60 -6.13
H 8.68 0.69 -5.70
H 7.19 1.02 -6.72
C -6.63 5.34 4.59
O -6.21 5.21 3.23
C -5.08 4.47 3.04
O -4.36 4.14 3.96
O -4.95 4.24 1.77
C -3.99 3.31 1.29
H -7.06 4.38 4.90
H -7.21 6.25 4.67
H -5.81 5.45 5.29
H -3.34 2.88 2.06
H -3.36 3.72 0.51
H -4.58 2.45 0.99
C -3.18 -1.06 -2.59
O -4.35 -0.98 -1.80
C -4.36 -1.47 -0.57
O -3.47 -1.96 0.07
O -5.63 -1.38 -0.13
C -5.74 -1.24 1.28
H -2.99 -2.13 -2.74
H -2.32 -0.69 -2.01
H -3.26 -0.50 -3.51
H -5.15 -0.45 1.74
H -5.65 -2.23 1.72
H -6.76 -0.88 1.48
C -2.91 -0.14 3.24
C -2.37 1.03 4.09
C -0.90 0.67 4.23
O -0.98 -0.76 4.33
C -1.93 -1.31 3.44
H -2.78 0.11 2.19
H -3.93 -0.41 3.48
H -2.82 0.88 5.07
H -2.57 2.08 3.86
H -0.42 1.06 5.13
H -0.30 1.01 3.38
H -2.38 -2.22 3.86
H -1.48 -1.64 2.50
O -1.68 6.14 3.02
C -0.72 5.56 2.63
O 0.46 6.18 2.39
C 1.39 5.34 1.66
C 0.82 3.94 1.82
C -0.66 4.16 2.08
H 2.30 5.50 2.24
H 1.43 5.75 0.66
H 1.41 3.38 2.55
H 1.05 3.30 0.96
H -1.08 3.42 2.74
H -1.24 4.12 1.16
O -0.58 -0.07 -4.18
C 0.41 -0.46 -4.75
O 1.31 -1.20 -4.16
C 2.20 -1.87 -5.02
C 1.70 -1.56 -6.42
C 0.78 -0.31 -6.21
H 2.22 -2.93 -4.77
H 3.22 -1.50 -4.93
H 1.17 -2.42 -6.82
H 2.55 -1.30 -7.05
H -0.13 -0.41 -6.82
H 1.11 0.65 -6.60
O -0.98 1.60 0.94
C -0.07 0.89 0.60
O -0.07 -0.42 0.77
C 0.65 -1.03 -0.31
C 1.38 0.11 -1.08
C 1.19 1.28 -0.10
H -0.03 -1.54 -0.99
H 1.38 -1.71 0.13
H 1.05 0.32 -2.09
H 2.45 -0.13 -1.05
H 0.99 2.19 -0.66
H 2.00 1.32 0.63
O 2.23 0.97 2.80
C 2.64 0.04 3.43
O 2.59 -1.20 2.97
C 3.12 -2.15 3.88
C 3.96 -1.32 4.85
C 3.11 -0.03 4.86
H 3.78 -2.92 3.46
H 2.43 -2.75 4.48
H 4.92 -1.22 4.34
H 4.07 -1.78 5.82
H 3.70 0.81 5.25
H 2.25 -0.07 5.54
O 1.24 -3.89 -2.47
C 0.21 -4.32 -2.06
O -0.43 -3.91 -0.89
C -1.55 -4.77 -0.67
C -1.95 -5.34 -2.02
C -0.65 -5.32 -2.82
H -2.32 -4.23 -0.12
H -1.24 -5.63 -0.06
H -2.66 -4.70 -2.54
H -2.29 -6.37 -1.92
H -0.94 -5.02 -3.82
H -0.11 -6.26 -2.87
O 1.55 4.55 -2.84
C 0.42 4.16 -2.95
O -0.36 4.06 -1.86
C -1.66 3.54 -2.17
C -1.69 3.42 -3.72
C -0.40 4.05 -4.23
H -2.40 4.30 -1.92
H -1.82 2.59 -1.67
H -2.58 3.96 -4.04
H -1.89 2.38 -3.99
H -0.48 5.07 -4.59
H 0.14 3.35 -4.87
```

Atomic partial charges in e from the Löwdin method, atoms 1 to 6: atom 1 (C): -0.0142, atom 2 (O): 0.0006, atom 3 (C): -0.6135, atom 4 (O): 0.1446, atom 5 (O): -0.0007, atom 6 (C): -0.0717